Molecular formula: C20H44BrIN7O11S2
Method: DFT, ωB97M-V with the def2-TZVPD basis set

Last column: Löwdin charge in e.
Cartesian coordinates (Å):
1 O 0.86914 -1.81177 1.96283  -0.03
2 C 1.03928 -0.96255 2.77129  -0.88
3 I 1.78959 -1.50046 4.72033  0.87
4 C 0.79448 0.50634 2.55375  -0.27
5 S -0.74340 1.11879 3.25977  0.49
6 O -0.55578 1.15083 4.68632  -0.35
7 O -1.04155 2.36186 2.60211  -0.32
8 N -1.74529 -0.07107 2.88133  -0.36
9 S -3.08948 0.10588 2.13919  0.16
10 O -3.08265 0.98854 1.00505  -0.39
11 O -3.73609 -1.16572 2.00819  -0.38
12 Br -4.41120 1.21566 3.60711  0.34
13 H 1.59594 1.07175 3.02351  0.10
14 H 0.74470 0.67140 1.47985  0.09
15 C 0.68555 3.81755 -0.04506  -0.35
16 O 0.87757 2.67136 0.30114  0.02
17 N -0.50422 4.28117 -0.47868  -0.18
18 C -0.69845 5.65407 -0.86732  -0.08
19 C -1.62432 3.34613 -0.52503  -0.03
20 H 1.47848 4.58899 -0.02918  0.13
21 H -1.45224 6.14037 -0.24322  0.09
22 H -1.02065 5.73242 -1.91038  0.08
23 H 0.24079 6.19641 -0.75310  0.08
24 H -1.81692 2.91949 0.45666  0.05
25 H -1.40288 2.51786 -1.20030  0.09
26 H -2.50411 3.87905 -0.88204  0.09
27 C 3.35268 -0.96170 0.57937  -0.32
28 O 3.35292 -0.09480 1.43731  0.02
29 N 4.27604 -1.06115 -0.39298  -0.18
30 C 4.23919 -2.12263 -1.37158  -0.06
31 C 5.27931 -0.01487 -0.49555  -0.04
32 H 2.58645 -1.75062 0.54683  0.12
33 H 5.16000 -2.71110 -1.34945  0.08
34 H 4.10844 -1.72356 -2.38008  0.09
35 H 3.40049 -2.78239 -1.15435  0.08
36 H 5.89572 0.03731 0.40293  0.09
37 H 4.77669 0.93970 -0.62907  0.07
38 H 5.90603 -0.20314 -1.36461  0.09
39 C 3.79844 3.31756 -2.95524  -0.34
40 O 4.18127 2.26997 -2.47393  0.01
41 N 2.53046 3.51399 -3.37163  -0.19
42 C 2.07248 4.77532 -3.90202  -0.06
43 C 1.60389 2.39335 -3.26965  -0.03
44 H 4.44833 4.20078 -3.07961  0.13
45 H 1.25970 5.18604 -3.29762  0.07
46 H 1.71375 4.66766 -4.92855  0.09
47 H 2.89756 5.48685 -3.89801  0.08
48 H 1.51903 2.04703 -2.24061  0.08
49 H 1.95158 1.55358 -3.87248  0.09
50 H 0.62753 2.71528 -3.62773  0.09
51 C -0.14593 0.77915 7.67183  -0.35
52 O 0.86830 0.13974 7.87555  -0.03
53 N -0.62246 1.72344 8.52046  -0.20
54 C -1.81772 2.47244 8.21118  -0.06
55 C 0.10103 1.98404 9.74593  -0.06
56 H -0.74754 0.65428 6.76373  0.10
57 H -1.61101 3.54402 8.14361  0.09
58 H -2.59332 2.31995 8.96732  0.08
59 H -2.20062 2.13895 7.24790  0.09
60 H 1.12342 2.30363 9.53686  0.09
61 H 0.15996 1.08688 10.36485  0.09
62 H -0.41450 2.76820 10.29822  0.08
63 C -1.23336 -2.96442 -3.02814  -0.38
64 O -0.14537 -3.37751 -3.40505  -0.02
65 N -1.54088 -2.61012 -1.77714  -0.18
66 C -2.86205 -2.13146 -1.41196  -0.04
67 C -0.51002 -2.70809 -0.75101  -0.03
68 H -2.08397 -2.84889 -3.72566  0.12
69 H -2.81775 -1.11917 -1.01409  0.08
70 H -3.31222 -2.76715 -0.64878  0.09
71 H -3.49492 -2.13518 -2.29968  0.08
72 H 0.33937 -2.07475 -1.00781  0.09
73 H -0.15551 -3.73713 -0.68033  0.10
74 H -0.91100 -2.39269 0.20727  0.08
75 C -3.03553 -6.92859 -7.14761  -0.36
76 O -4.09650 -7.17780 -7.69085  0.00
77 N -2.91234 -6.40679 -5.91418  -0.20
78 C -1.62231 -6.12790 -5.31098  -0.05
79 C -4.12058 -6.11256 -5.16495  -0.04
80 H -2.06256 -7.11455 -7.63426  0.13
81 H -1.49406 -6.70455 -4.39305  0.09
82 H -1.52533 -5.06969 -5.06596  0.07
83 H -0.83204 -6.40077 -6.00748  0.08
84 H -4.71327 -7.01528 -5.01368  0.09
85 H -4.74272 -5.39349 -5.69877  0.09
86 H -3.83898 -5.69896 -4.19910  0.08

Output
HOMO-LUMO gap   0.312 Ha
HOMO energy   -6.4 eV
LUMO energy   2.06 eV
Net charge   -1
F_max   0.387 eV/A

Molecular formula: H24O12
Method: DFT, ωB97M-V with the def2-TZVPD basis set

Last column: Löwdin charge in e.
Cartesian coordinates (Å):
1 O -0.13219 -2.49729 1.29641  -0.01
2 H 0.43239 -3.02679 0.76542  0.03
3 H -0.11309 -2.96526 2.12044  0.03
4 O -1.95077 -1.29587 -2.41025  -0.01
5 H -1.93426 -1.38876 -1.46027  0.01
6 H -2.83237 -1.39468 -2.68594  0.03
7 O 0.22024 -1.48221 4.15215  -0.05
8 H -0.06016 -0.86080 4.80822  0.02
9 H 0.31336 -1.03173 3.31793  -0.02
10 O -1.39398 1.35790 -3.30292  -0.07
11 H -1.45623 1.84546 -2.48089  -0.03
12 H -1.77056 0.50583 -2.98600  0.00
13 O 1.19724 0.70929 2.76833  -0.04
14 H 1.64566 0.37202 2.00971  -0.02
15 H 1.85606 0.73876 3.47625  0.07
16 O 0.84950 -2.14021 -2.11517  -0.02
17 H 0.42113 -1.40399 -1.72951  -0.05
18 H 1.56992 -2.19039 -1.54637  0.00
19 O 0.14918 -0.15744 -0.35056  -0.04
20 H -0.39272 0.58133 -0.51257  -0.03
21 H -0.23099 -0.48225 0.47559  0.03
22 O 2.08997 0.83445 -2.29510  -0.06
23 H 2.08160 0.04362 -2.81755  0.01
24 H 2.00377 0.53535 -1.35872  -0.01
25 O 1.32188 2.57659 0.02007  0.00
26 H 0.59159 2.61750 -0.51556  -0.02
27 H 0.96100 2.57168 0.91804  0.06
28 O -1.47816 2.01893 -0.65080  -0.06
29 H -1.84037 2.90323 -0.73731  0.09
30 H -2.27244 1.43568 -0.58603  0.08
31 O -2.60246 -0.63544 0.37748  0.00
32 H -3.55284 -0.54300 0.31185  0.07
33 H -2.52621 -0.39526 1.25337  0.02
34 O 2.99852 0.45610 0.53807  -0.06
35 H 2.38754 1.21021 0.54896  -0.01
36 H 3.44925 0.57744 1.38323  0.05

Output
HOMO-LUMO gap   0.346 Ha
Energy above the lowest of the compared OMol25 structures with the same formula, charge and spin   55.57 kcal/mol
HOMO energy   -9.9 eV
LUMO energy   -0.49 eV
F_max   3.889 eV/A

Molecular formula: C24H29FN5O8SiW
Method: DFT, ωB97M-V with the def2-TZVPD basis set

Last column: Löwdin charge in e.
Cartesian coordinates (Å):
1 W -0.81812 0.72430 0.16804  1.49
2 N 0.33761 -0.95517 -1.21759  -0.03
3 C -0.30390 -1.22019 -2.52733  -0.20
4 C -1.81817 -1.23514 -2.34209  -0.06
5 C -2.16191 -0.02408 -1.51980  -0.62
6 O -1.46356 1.07495 -1.73349  -0.20
7 O -2.90353 -0.02253 -0.51176  0.00
8 H 1.32840 -0.79885 -1.37573  0.10
9 H 0.30239 -1.79317 -0.62879  0.07
10 H 0.05309 -2.15526 -2.96358  0.13
11 H -0.03330 -0.40225 -3.19604  0.12
12 H -2.17822 -2.11538 -1.80306  0.12
13 H -2.32667 -1.20199 -3.30801  0.14
14 C -2.11099 2.21551 1.00729  -0.26
15 Si 0.86597 2.46411 -0.41838  0.86
16 C 2.72528 2.27086 -0.20625  -0.21
17 C 0.43522 4.21280 -0.83219  -0.33
18 C -0.87360 4.53988 -1.21573  -0.10
19 C -1.23007 5.85514 -1.44924  -0.05
20 C -0.29668 6.86683 -1.27059  -0.05
21 C 1.00174 6.56990 -0.87863  -0.06
22 C 1.37066 5.25251 -0.67841  -0.10
23 H -1.76220 3.24100 1.15583  -0.01
24 H -2.39533 1.81589 1.99424  0.03
25 H -3.04191 2.25530 0.43529  0.02
26 H 3.05396 2.75512 0.71767  0.04
27 H 3.25542 2.76559 -1.02251  0.04
28 H 3.04375 1.23113 -0.15699  0.02
29 H -1.61099 3.75405 -1.33180  0.09
30 H -2.23641 6.09583 -1.76088  0.12
31 H -0.58263 7.89608 -1.43941  0.12
32 H 1.72086 7.36409 -0.73630  0.11
33 H 2.39372 5.03071 -0.40150  0.10
34 F -4.90436 0.35387 4.07157  0.10
35 C -4.63166 -0.51317 3.09722  -0.19
36 C -3.57097 -1.32180 3.16643  0.04
37 N -3.29054 -2.23387 2.16933  0.00
38 C -2.02859 -2.93131 2.15122  -0.02
39 C -0.90484 -2.15253 1.47932  -0.54
40 O 0.11063 -2.70969 1.09583  0.06
41 O -1.12023 -0.87686 1.32454  -0.19
42 C -4.04753 -2.28935 1.00993  -0.48
43 O -3.71923 -2.96124 0.05384  0.09
44 N -5.19262 -1.53368 1.03543  0.23
45 C -5.55759 -0.55879 1.96028  -0.39
46 O -6.52497 0.14127 1.80874  0.13
47 H -2.90493 -1.31356 4.01761  0.15
48 H -2.14173 -3.86640 1.60450  0.15
49 H -1.72294 -3.17569 3.17009  0.15
50 H -5.75501 -1.57717 0.19613  0.18
51 O 0.71184 7.03552 3.04268  -0.03
52 C 1.37943 6.22699 3.97692  -0.23
53 N 1.33873 4.89719 3.40455  0.10
54 C 1.81389 3.83739 4.08634  -0.45
55 O 2.32608 3.92525 5.18375  0.10
56 C 1.70168 2.49566 3.40847  -0.08
57 C 2.58577 1.48655 3.78123  0.05
58 C 2.48751 0.24956 3.16712  0.01
59 C 1.50726 0.04237 2.21374  -0.08
60 N 0.63267 1.00746 1.85398  -0.13
61 C 0.74061 2.21326 2.46132  -0.11
62 H 0.63311 7.92694 3.39501  0.10
63 H 0.87959 6.21104 4.95092  0.14
64 H 2.42094 6.54096 4.11644  0.14
65 H 0.99862 4.83792 2.45796  0.13
66 H 3.32218 1.69355 4.54527  0.14
67 H 3.16073 -0.55682 3.41744  0.13
68 H 1.39944 -0.91639 1.72050  0.11
69 H -0.00656 2.94468 2.18112  0.09

Output
HOMO-LUMO gap (alpha / beta)   0.253 / 0.254 Ha
HOMO energy (alpha / beta)   -11.0 / -11.0 eV
LUMO energy (alpha / beta)   -4.14 / -4.04 eV
Net charge   +1
F_max   0.812 eV/A

Molecular formula: C4H7ClN2OS2
Method: DFT, ωB97M-V with the def2-TZVPD basis set

Last column: Löwdin charge in e.
Cartesian coordinates (Å):
1 H -1.15106 -5.11603 1.52288  0.04
2 N -1.37398 -4.20849 1.92586  0.13
3 C -1.28779 -3.46581 0.86973  -0.25
4 N -1.62603 -2.14794 0.83681  -0.25
5 O -1.94353 -1.57419 2.03366  -0.03
6 C -1.27526 -1.38384 -0.23598  -0.59
7 S -1.31435 0.22532 -0.27342  0.80
8 H -1.17080 -3.68840 -0.25647  0.15
9 H -1.48146 -0.59106 2.10884  0.16
10 H -0.95858 -1.96759 -1.08283  0.07
11 S 2.76575 0.12293 -0.33563  0.65
12 C 2.31061 1.72814 -0.54835  -0.68
13 C 0.97013 2.26919 -0.33455  -0.68
14 Cl 0.57836 3.59091 -1.55662  0.48
15 H 3.01506 2.45079 -0.49401  0.00
16 H 0.90724 2.93367 0.60807  0.10
17 H 0.02731 1.56363 -0.31207  -0.12

Output
HOMO-LUMO gap   0.296 Ha
HOMO energy   -9.1 eV
LUMO energy   -1.05 eV
F_max   4.989 eV/A

Please write out number 2 again, unchanged.
Molecular formula: H24O12
Method: DFT, ωB97M-V with the def2-TZVPD basis set

Last column: Löwdin charge in e.
Cartesian coordinates (Å):
1 O -0.13219 -2.49729 1.29641  -0.01
2 H 0.43239 -3.02679 0.76542  0.03
3 H -0.11309 -2.96526 2.12044  0.03
4 O -1.95077 -1.29587 -2.41025  -0.01
5 H -1.93426 -1.38876 -1.46027  0.01
6 H -2.83237 -1.39468 -2.68594  0.03
7 O 0.22024 -1.48221 4.15215  -0.05
8 H -0.06016 -0.86080 4.80822  0.02
9 H 0.31336 -1.03173 3.31793  -0.02
10 O -1.39398 1.35790 -3.30292  -0.07
11 H -1.45623 1.84546 -2.48089  -0.03
12 H -1.77056 0.50583 -2.98600  0.00
13 O 1.19724 0.70929 2.76833  -0.04
14 H 1.64566 0.37202 2.00971  -0.02
15 H 1.85606 0.73876 3.47625  0.07
16 O 0.84950 -2.14021 -2.11517  -0.02
17 H 0.42113 -1.40399 -1.72951  -0.05
18 H 1.56992 -2.19039 -1.54637  0.00
19 O 0.14918 -0.15744 -0.35056  -0.04
20 H -0.39272 0.58133 -0.51257  -0.03
21 H -0.23099 -0.48225 0.47559  0.03
22 O 2.08997 0.83445 -2.29510  -0.06
23 H 2.08160 0.04362 -2.81755  0.01
24 H 2.00377 0.53535 -1.35872  -0.01
25 O 1.32188 2.57659 0.02007  0.00
26 H 0.59159 2.61750 -0.51556  -0.02
27 H 0.96100 2.57168 0.91804  0.06
28 O -1.47816 2.01893 -0.65080  -0.06
29 H -1.84037 2.90323 -0.73731  0.09
30 H -2.27244 1.43568 -0.58603  0.08
31 O -2.60246 -0.63544 0.37748  0.00
32 H -3.55284 -0.54300 0.31185  0.07
33 H -2.52621 -0.39526 1.25337  0.02
34 O 2.99852 0.45610 0.53807  -0.06
35 H 2.38754 1.21021 0.54896  -0.01
36 H 3.44925 0.57744 1.38323  0.05

Output
HOMO-LUMO gap   0.346 Ha
Energy above the lowest of the compared OMol25 structures with the same formula, charge and spin   55.57 kcal/mol
HOMO energy   -9.9 eV
LUMO energy   -0.49 eV
F_max   3.889 eV/A

Question: Among the records above, which one has the lowest F_max?
Answer: C20H44BrIN7O11S2

Question: F_max of number 2 (H24O12)?
Answer: 3.889 eV/A

Question: Look up the F_max of the first one.
Answer: 0.387 eV/A